one | Below is C4H9N3 in the gas phase, with properties calculated with ωB97M-V/def2-TZVPD.

Last column: natural (NBO) charge in e.
Positions of all 16 atoms, in Å:
C (-1.575, -1.695, 0.147)  -0.468
C (1.133, -0.571, -0.558)  0.248
C (0.851, 2.001, -0.831)  -0.243
C (0.290, 1.733, 0.563)  -0.249
H (-2.391, -2.117, 0.769)  0.206
H (-1.927, -0.528, 0.364)  0.214
H (-1.568, -2.224, -0.991)  0.209
H (-0.074, -2.371, 1.353)  0.353
H (2.074, -0.567, -1.252)  0.189
H (1.929, 2.090, -0.722)  0.180
H (0.386, 2.805, -1.333)  0.205
H (-0.631, 2.332, 0.548)  0.190
H (0.750, 1.802, 1.714)  0.228
N (-0.320, -1.622, 0.834)  -0.510
N (0.731, -1.798, -0.095)  -0.297
N (0.343, 0.730, -0.512)  -0.453

Summary:
SMILES	CN/N=C\N1CC1
charge	0
frontier orbital gap	9.300	eV
multiplicity	1
E_HOMO	-8.455	eV

two | Below is C4H9N3 in the gas phase, with properties calculated with ωB97M-V/def2-TZVPD.

Last column: natural (NBO) charge in e.
Positions of all 16 atoms, in Å:
C (-0.348, -2.256, 0.447)  -0.697
C (1.345, 2.399, 0.764)  -0.652
N (-0.033, -0.400, -1.119)  -0.454
C (-0.938, -1.275, -0.522)  0.454
C (0.691, 1.568, -0.276)  0.072
N (0.692, 0.310, -0.204)  -0.248
N (-2.150, -1.136, -0.859)  -0.696
H (-0.509, 0.176, -1.823)  0.357
H (-2.785, -1.822, -0.462)  0.342
H (0.165, 2.102, -1.080)  0.147
H (-0.535, -3.279, 0.096)  0.231
H (-0.805, -2.138, 1.424)  0.231
H (0.723, -2.095, 0.530)  0.242
H (0.576, 2.922, 1.333)  0.224
H (1.921, 1.775, 1.439)  0.230
H (1.993, 3.148, 0.312)  0.218

Summary:
SMILES	[H]/N=C(\C)N/N=C/C
charge	0
frontier orbital gap	10.067	eV
multiplicity	1
E_HOMO	-8.896	eV

The most stable of them is two.

one | Below is C4H9N3 in the gas phase, with properties calculated with ωB97M-V/def2-TZVPD.

Last column: natural (NBO) charge in e.
Positions of all 16 atoms, in Å:
C (0.495, 2.260, -1.049)  -0.619
C (1.085, 1.219, -0.093)  -0.208
C (-0.607, -0.058, 1.292)  0.267
C (0.386, -1.079, -0.770)  0.279
H (0.636, 1.760, -2.128)  0.208
H (-0.571, 2.486, -0.751)  0.225
H (1.103, 3.146, -1.128)  0.217
H (1.116, 1.581, 0.974)  0.197
H (2.188, 0.881, -0.414)  0.204
H (-0.325, 0.566, 2.139)  0.180
H (-2.035, -1.015, 0.401)  0.352
H (1.103, -0.985, -1.669)  0.186
H (-0.345, -2.372, 0.365)  0.334
N (0.132, 0.090, 0.030)  -0.515
N (-1.706, -0.672, 1.361)  -0.629
N (-0.001, -2.290, -0.544)  -0.677

Summary:
SMILES	[H]/N=C\N(/C=N\[H])CC
charge	0
frontier orbital gap	10.015	eV
multiplicity	1
E_HOMO	-9.170	eV

two | Below is C4H9N3 in the gas phase, with properties calculated with ωB97M-V/def2-TZVPD.

Last column: natural (NBO) charge in e.
Positions of all 16 atoms, in Å:
C (1.283, 0.926, 0.042)  -0.314
C (0.346, -0.383, -0.105)  0.084
C (-0.186, -0.732, 1.363)  -0.599
C (-0.875, 0.135, -0.870)  -0.606
N (2.619, 0.617, 0.011)  -0.064
N (3.162, -0.372, -0.263)  0.121
N (1.169, -1.408, -0.661)  -0.630
H (1.232, 1.721, -0.676)  0.234
H (1.168, 1.573, 0.873)  0.234
H (-0.823, -1.498, 1.226)  0.212
H (-0.594, 0.227, 1.583)  0.192
H (0.687, -0.886, 1.953)  0.210
H (-1.573, -0.581, -0.816)  0.214
H (-0.574, 0.467, -1.814)  0.206
H (-1.371, 1.089, -0.468)  0.204
H (1.180, -1.109, -1.631)  0.304

Summary:
charge	0
frontier orbital gap (alpha / beta)	8.222 / 9.291	eV
multiplicity	1
E_HOMO (alpha / beta)	-8.172 / -8.892	eV

three | Below is C4H9N3 in the gas phase, with properties calculated with ωB97M-V/def2-TZVPD.

Last column: natural (NBO) charge in e.
Positions of all 16 atoms, in Å:
C (1.374, -1.644, 0.337)  -0.668
C (-1.432, 1.601, -0.991)  -0.682
N (-0.148, 0.286, 0.589)  -0.624
C (0.689, -0.645, 1.200)  0.468
C (-0.473, 0.459, -0.734)  0.459
N (0.880, -0.665, 2.446)  -0.687
N (0.010, -0.296, -1.629)  -0.721
H (-0.582, 0.934, 1.235)  0.390
H (0.384, 0.043, 2.984)  0.322
H (-0.299, -0.075, -2.570)  0.346
H (1.991, -1.136, -0.399)  0.242
H (0.639, -2.227, -0.209)  0.242
H (1.981, -2.287, 0.966)  0.230
H (-1.723, 2.121, -0.083)  0.209
H (-0.964, 2.315, -1.667)  0.236
H (-2.327, 1.216, -1.476)  0.236

Summary:
SMILES	[H]/N=C(/C)N/C(C)=N/[H]
charge	0
frontier orbital gap	9.819	eV
multiplicity	1
E_HOMO	-9.098	eV

four | Below is C4H9N3 in the gas phase, with properties calculated with ωB97M-V/def2-TZVPD.

Last column: natural (NBO) charge in e.
Positions of all 16 atoms, in Å:
C (-2.758, 0.202, -0.182)  -0.662
C (-1.328, 0.188, 0.349)  -0.088
C (1.363, 0.150, -0.045)  0.375
C (2.871, -0.001, -0.094)  -0.676
H (-2.840, -0.490, -1.164)  0.256
H (-3.687, -0.472, 0.429)  0.227
H (-3.078, 1.313, -0.123)  0.224
H (-1.170, 0.790, 1.307)  0.232
H (0.935, -1.972, -0.303)  0.373
H (3.027, -1.082, -0.690)  0.224
H (2.837, -0.208, 0.967)  0.243
H (3.444, 1.023, -0.296)  0.274
H (-0.309, 1.084, -0.157)  0.309
N (-0.696, -0.846, -0.223)  -0.228
N (0.565, -1.077, 0.320)  -0.474
N (0.824, 1.400, -0.097)  -0.609

Summary:
SMILES	[H]/N=C(/C)N/N=C/C
charge	0
frontier orbital gap	9.482	eV
multiplicity	1
E_HOMO	-8.969	eV

The most stable of them is three.

one | Below is C4H9N3 in the gas phase, with properties calculated with ωB97M-V/def2-TZVPD.

Last column: natural (NBO) charge in e.
Positions of all 16 atoms, in Å:
C (1.521, 0.846, 0.223)  -0.671
N (-0.558, -0.664, 0.448)  -0.318
C (0.422, 0.164, -0.543)  0.259
N (-0.261, -1.376, 1.621)  -0.657
C (-1.709, 0.037, 0.387)  0.284
C (0.556, -0.169, -1.836)  -0.473
N (-1.601, 1.081, -0.386)  -0.743
H (0.737, -1.558, 1.727)  0.365
H (-0.664, -2.309, 1.586)  0.355
H (-2.486, 1.486, -0.689)  0.353
H (-2.553, -0.228, 1.028)  0.177
H (2.294, 1.228, -0.450)  0.224
H (2.036, 0.145, 0.887)  0.202
H (1.124, 1.681, 0.805)  0.231
H (1.439, 0.130, -2.389)  0.203
H (-0.297, -0.494, -2.418)  0.209

Summary:
SMILES	[H]/N=C/N(N)C(=C)C
charge	0
frontier orbital gap	8.928	eV
multiplicity	1
E_HOMO	-7.831	eV

two | Below is a molecular structure, C4H9N3, with properties calculated with ωB97M-V/def2-TZVPD.

Last column: natural (NBO) charge in e.
Positions of all 16 atoms, in Å:
C (1.505, -0.083, 0.281)  -0.657
N (-0.167, -1.676, -0.587)  -0.430
C (0.200, -0.295, -0.436)  0.057
N (-0.058, 2.036, -1.123)  -0.821
C (-0.404, 0.716, -1.154)  -0.047
C (-1.095, -1.087, 1.698)  -0.169
N (-1.242, -1.184, 0.427)  -0.247
H (-0.683, -1.846, -1.443)  0.352
H (-0.786, 2.709, -1.301)  0.386
H (0.670, 2.334, -0.494)  0.381
H (-1.266, 0.488, -1.775)  0.192
H (1.363, 0.437, 1.232)  0.205
H (2.200, 0.492, -0.330)  0.218
H (1.978, -1.038, 0.493)  0.240
H (-0.254, -0.643, 2.224)  0.152
H (-1.962, -1.361, 2.289)  0.187

Summary:
charge	0
frontier orbital gap	7.507	eV
multiplicity	1
E_HOMO	-6.664	eV

The most stable of them is one.